[1]
{"formula": "C6H9O2", "method": "ωB97M-V/def2-TZVPD", "species": ["O", "C", "O", "C", "C", "C", "C", "C", "H", "H", "H", "H", "H", "H", "H", "H", "H"], "positions_angstrom": [[0.402, 3.018, 0.898], [-0.703, 2.500, 0.588], [-1.578, 2.929, -0.185], [-1.112, 1.129, 1.243], [-0.762, -0.016, 0.278], [0.743, -0.568, 0.265], [1.467, -2.150, -1.573], [1.068, -2.071, -0.271], [-2.225, 1.236, 1.284], [-0.540, 1.129, 2.230], [-1.048, 0.544, -0.691], [-1.509, -0.871, 0.444], [1.321, 0.111, -0.247], [1.091, -0.475, 1.300], [2.189, -1.383, -2.010], [1.460, -3.072, -2.215], [-0.265, -1.991, -1.336]], "e_above_lowest_ev": 5.553, "energy_ha": -384.34150, "total_charge": -1, "spin_multiplicity": 1, "lumo_energy_ha": 0.1100, "orbital_gap_ev": 6.96}

[2]
{"formula": "C4H10NO", "method": "ωB97M-V/def2-TZVPD", "species": ["C", "C", "C", "N", "C", "O", "H", "H", "H", "H", "H", "H", "H", "H", "H", "H"], "positions_angstrom": [[-1.404, -0.255, 1.456], [-0.597, 0.550, 0.448], [0.654, -0.136, -0.144], [1.305, 0.890, -1.034], [0.311, -1.389, -0.937], [-0.232, -2.301, -0.399], [-1.709, -1.227, 1.093], [-0.894, -0.310, 2.412], [-2.300, 0.325, 1.668], [-1.241, 0.853, -0.378], [-0.239, 1.469, 0.912], [1.333, -0.403, 0.660], [0.661, 1.193, -1.772], [2.126, 0.519, -1.526], [1.624, 1.664, -0.449], [0.603, -1.444, -2.010]], "e_above_lowest_ev": 1.015, "energy_ha": -288.12578, "smiles": "CC[C@H]([NH3+])C=O", "total_charge": 1, "spin_multiplicity": 1, "lumo_energy_ha": -0.1489, "orbital_gap_ev": 10.55}

The HOMO results, record by record, are as follows: -4.0, -14.6 eV.